ORCA calculation (ωB97M-V/def2-TZVPD) on a structure of composition C30H28Cl2IN4O7RuS.

The geometry in XYZ format:
```
74
Properties=species:S:1:pos:R:3:forces:R:3:mulliken_spin:R:1
Ru 0.142871 -0.152861 -0.781714 0.008 -0.034 -0.102 1.03
Cl -5.501726 4.084328 -4.263189 -0.023 0.016 -0.017 0.00
C -4.223114 3.170810 -3.519647 0.002 0.019 0.040 0.00
C -3.373486 2.403493 -4.308871 0.039 -0.027 0.006 0.00
C -2.362996 1.688221 -3.716378 -0.099 0.038 -0.097 0.01
Cl -1.361607 0.699268 -4.734709 0.033 -0.007 0.005 0.00
C -2.104755 1.684533 -2.312638 -0.026 -0.408 -0.237 -0.01
O -1.100844 0.984184 -1.907814 -0.149 0.556 0.421 0.01
C -3.016347 2.461732 -1.546451 0.032 -0.056 -0.028 0.01
C -2.983516 2.597716 -0.096736 0.129 0.248 -0.088 0.00
O -2.163627 2.143435 0.665868 0.117 -0.330 0.210 0.00
C -4.045184 3.187927 -2.163004 0.000 -0.007 -0.032 0.00
H -3.507685 2.358731 -5.380507 -0.003 0.000 -0.003 0.00
H -3.796383 3.242637 0.296058 -0.068 -0.096 0.028 0.00
H -4.708677 3.774762 -1.539446 -0.008 -0.004 -0.012 0.00
O 0.340809 -6.793166 3.302176 0.021 -0.012 -0.016 0.00
C 1.067898 -5.690279 3.580256 -0.105 0.049 0.064 0.00
O 1.555061 -5.557346 4.666380 0.058 -0.027 -0.026 0.00
C 1.199858 -4.658918 2.498731 0.022 -0.003 -0.028 0.00
C 0.840157 -4.874556 1.172926 0.012 -0.017 0.000 0.00
C 0.981570 -3.867416 0.231975 0.006 0.023 -0.011 0.00
C 1.476885 -2.633070 0.627153 -0.036 -0.024 0.032 0.00
C 1.869045 -2.408752 1.939933 -0.007 -0.006 0.010 0.00
C 1.730602 -3.425963 2.866281 -0.005 0.003 0.010 0.00
N 1.575650 -1.584569 -0.345583 0.135 0.119 -0.094 -0.04
C 2.560404 -1.617052 -1.160474 0.013 -0.040 0.028 0.03
C 2.647058 -0.593388 -2.188862 0.054 0.082 -0.075 0.01
C 3.729051 -0.470616 -3.040836 -0.020 -0.049 0.040 0.00
C 3.717640 0.550912 -3.977640 -0.021 0.036 -0.036 0.00
C 2.634279 1.410942 -4.016620 0.014 -0.026 0.004 0.00
C 1.583669 1.229458 -3.128253 -0.051 -0.022 -0.042 0.00
N 1.588877 0.239708 -2.237225 -0.034 0.018 0.048 -0.03
H -0.065867 -6.729023 2.431237 -0.003 0.006 -0.007 0.00
H 0.465885 -5.831609 0.827767 0.007 -0.009 0.010 0.00
H 0.715713 -4.034581 -0.804285 -0.007 -0.003 0.009 0.00
H 2.253621 -1.439636 2.222827 0.001 -0.007 -0.002 0.00
H 2.026991 -3.280392 3.895878 0.003 0.000 -0.001 0.00
H 3.326914 -2.385081 -1.095819 -0.013 -0.008 0.029 0.00
H 4.552394 -1.168370 -2.971374 0.001 0.004 0.005 0.00
H 4.543540 0.671134 -4.665679 0.000 0.008 0.004 0.00
H 2.584025 2.224013 -4.726483 0.007 -0.005 -0.004 0.00
H 0.723313 1.880377 -3.109114 0.003 -0.006 0.019 0.00
O 0.706987 3.506556 -1.268422 0.014 0.026 -0.057 0.00
S 0.910561 2.517271 -0.173816 -0.066 -0.064 0.150 0.01
C 2.664680 2.604052 0.294602 0.020 -0.036 -0.103 0.00
C 2.786783 3.763376 1.272602 0.022 0.007 -0.021 0.00
C 1.614502 3.586577 2.231750 -0.011 -0.010 -0.010 0.00
C 0.378238 3.334982 1.374170 0.111 0.012 0.014 0.00
H 3.214534 2.733367 -0.637709 0.008 -0.023 -0.001 0.00
H 2.917376 1.650604 0.758083 -0.001 -0.011 0.021 0.00
H 2.697446 4.709254 0.733502 0.003 -0.002 -0.003 0.00
H 3.749536 3.756575 1.784963 0.001 0.001 0.000 0.00
H 1.469925 4.457253 2.872651 -0.002 -0.001 0.001 0.00
H 1.792630 2.719014 2.869328 0.001 -0.002 0.007 0.00
H -0.067053 4.257195 0.997649 -0.010 -0.009 0.006 0.00
H -0.384808 2.737068 1.856361 -0.020 -0.001 -0.015 0.00
C -3.926440 -1.599712 2.843147 -0.011 0.004 0.008 0.00
N -2.596714 -1.085593 2.542163 -0.003 -0.013 -0.030 0.00
C -1.825605 -0.585329 3.540990 0.042 0.020 -0.004 0.00
C -0.605418 -0.064350 3.316843 -0.047 -0.044 0.063 0.00
C -0.138046 -0.052843 1.959336 0.079 0.154 0.052 -0.01
O 0.978332 0.413883 1.610870 -0.100 -0.134 0.081 0.04
N -0.919407 -0.562222 0.985378 -0.079 0.154 -0.218 -0.02
C -2.171226 -1.060076 1.200955 -0.130 0.044 -0.008 0.00
O -2.900445 -1.473963 0.318469 0.013 0.027 -0.003 0.00
H -3.865007 -2.356247 3.625093 0.003 0.007 0.002 0.00
H -4.326495 -2.040577 1.936905 0.001 -0.005 0.001 0.00
H -4.583676 -0.792520 3.168196 -0.004 -0.002 -0.007 0.00
H -2.261304 -0.634871 4.530814 -0.002 -0.002 -0.001 0.00
H 0.004889 0.334887 4.111015 0.011 -0.001 -0.013 0.00
I 0.119143 -2.655487 -3.401593 0.020 -0.061 -0.033 0.00
C -0.808203 -1.716527 -1.684139 0.093 -0.032 0.065 -0.06
H -0.985225 -2.537169 -0.997498 -0.010 -0.011 0.018 0.02
H -1.758456 -1.356103 -2.058751 0.016 0.013 -0.027 0.00
```
Positions in Å, forces in eV/Å.

For the total energy, the calculation gives -3616.92659 Eh. Its spin multiplicity is 2. Its highest occupied orbital energy (alpha / beta) is -7.618 / -7.600 eV. The gap between HOMO and LUMO (alpha / beta) comes out at 6.50 / 6.42 eV. As for the lowest unoccupied orbital energy (alpha / beta): -1.121 / -1.182 eV.

ORCA calculation (ωB97M-V/def2-TZVPD) on a structure of composition C30H28ClGeN3O8PtS.

The geometry in XYZ format:
```
73
Properties=species:S:1:pos:R:3:forces:R:3:mulliken_charge:R:1
Pt 0.303922 -0.115455 0.638731 -0.091 -0.772 0.020 1.20
O 2.633620 5.087757 1.638636 0.006 0.061 -0.030 -0.60
C 3.183469 4.660225 0.524505 -0.057 -0.141 -0.014 0.39
O 4.030629 5.300230 -0.062952 0.039 0.011 -0.027 -0.66
C 2.735850 3.320703 0.029332 0.049 0.163 0.321 -0.13
C 3.269553 2.650581 -1.043223 -0.113 0.010 -0.295 0.04
Cl 4.364613 3.216227 -2.225893 0.027 -0.067 0.045 -0.18
N 2.641856 1.451406 -1.160473 0.174 -0.430 -0.091 0.22
N 1.717742 1.314459 -0.192481 0.074 0.238 -0.020 -0.29
C 1.754335 2.422160 0.527725 -0.124 0.143 -0.062 0.33
C 0.700108 2.581439 1.584297 -0.161 -0.200 -0.058 0.87
O 0.729264 3.604573 2.301252 0.013 0.124 0.052 -0.93
O -0.179325 1.677169 1.642180 0.313 0.262 0.112 -0.66
C 2.857046 0.404422 -2.115293 -0.033 0.254 0.116 -0.01
C 1.758204 -0.258560 -2.630240 -0.185 0.001 -0.130 0.24
C 1.953301 -1.253372 -3.580104 -0.064 0.035 0.076 -0.38
C 3.231681 -1.581643 -4.004135 0.013 0.011 0.024 -0.60
C 4.326061 -0.925103 -3.457085 0.009 0.052 0.058 -0.77
C 4.143311 0.066641 -2.505231 0.160 -0.099 0.058 -0.44
H 1.867096 4.471594 1.957954 -0.110 -0.025 0.007 0.45
H 0.764081 0.001013 -2.283625 0.008 -0.003 0.011 0.27
H 1.091821 -1.783406 -3.963260 0.006 -0.022 0.025 0.30
H 3.378456 -2.360936 -4.742131 -0.004 -0.009 0.009 0.38
H 5.332058 -1.195225 -3.753831 -0.002 -0.005 -0.005 0.34
H 4.995250 0.550906 -2.049389 -0.034 -0.017 -0.003 0.49
C -2.477221 0.498753 -3.431443 -0.033 -0.041 -0.034 -1.45
C -2.221910 1.076789 -2.054641 0.114 -0.080 0.081 0.76
O -1.085316 1.211151 -1.644655 -0.135 0.233 -0.309 -0.65
C -3.378872 1.469001 -1.208443 0.020 0.084 0.115 0.52
C -4.676733 1.559891 -1.713830 -0.086 0.008 -0.030 -0.43
C -5.718755 1.970669 -0.899500 0.018 0.020 0.097 -0.65
C -5.475017 2.271248 0.442985 -0.047 -0.052 -0.188 -0.33
C -4.194578 2.154914 0.955292 0.133 -0.027 -0.027 -0.64
C -3.139170 1.760676 0.137193 -0.093 -0.043 -0.028 -0.11
H -1.530098 0.153646 -3.842865 -0.025 0.012 0.029 0.21
H -2.895053 1.266211 -4.090593 0.001 -0.028 0.027 0.44
H -3.181358 -0.336053 -3.389139 0.041 0.048 0.019 0.39
H -4.876878 1.315345 -2.751576 0.018 0.011 0.039 0.32
H -6.720282 2.058308 -1.304775 0.000 -0.031 0.016 0.37
H -6.293733 2.577583 1.085018 0.020 0.006 -0.019 0.35
H -4.002484 2.361349 2.000973 0.021 -0.029 -0.016 0.39
H -2.139084 1.654844 0.532480 0.025 -0.012 0.055 0.20
O 0.322309 -3.110146 -1.652741 0.003 0.013 -0.172 -0.92
C 1.139587 -2.912603 -0.768629 0.015 0.034 0.082 0.45
N 1.227460 -1.841727 0.052075 0.285 0.264 0.576 -0.22
S 2.480761 -1.928813 1.129169 0.332 -0.351 -0.175 1.33
O 3.491673 -0.928987 0.876358 -0.065 0.077 -0.144 -0.67
O 2.087366 -2.146918 2.487361 -0.073 -0.002 0.186 -0.73
C 3.097802 -3.471496 0.504950 0.116 0.047 0.027 0.19
C 4.212003 -4.200028 0.878613 -0.047 0.138 0.090 -0.76
C 4.462548 -5.386137 0.203207 0.068 -0.006 0.018 -0.48
C 3.616759 -5.816635 -0.814415 -0.141 0.006 -0.106 -0.53
C 2.506398 -5.062135 -1.179190 0.067 -0.250 -0.149 -0.45
C 2.265730 -3.885661 -0.502389 -0.252 0.156 -0.113 0.00
H 4.863950 -3.850832 1.669094 -0.007 -0.002 0.000 0.45
H 5.331179 -5.978368 0.464988 -0.007 -0.021 0.014 0.37
H 3.829138 -6.747758 -1.326203 0.004 0.001 -0.012 0.38
H 1.836364 -5.364808 -1.975769 0.026 -0.003 0.045 0.46
C -2.307748 -4.079880 1.806459 -0.180 -0.284 -0.181 -1.43
Ge -2.474410 -2.213619 1.091292 0.461 0.018 0.204 0.25
C -4.249804 -1.687850 1.818820 -0.164 -0.070 0.034 -1.15
C -2.706306 -2.355990 -0.855822 -0.017 0.035 -0.151 -0.42
C -1.123949 -1.036118 1.635607 -0.302 0.221 -0.178 -0.37
H -3.242437 -4.655057 1.716453 0.118 0.026 0.012 0.37
H -2.026253 -4.024657 2.861535 0.002 0.012 -0.051 0.35
H -1.515764 -4.613325 1.267688 -0.044 0.048 0.083 0.35
H -5.009578 -2.457937 1.622826 0.085 0.072 0.031 0.37
H -4.572329 -0.750661 1.360349 -0.002 0.010 0.030 0.16
H -4.178023 -1.537008 2.901098 -0.010 0.013 -0.065 0.36
H -3.385365 -3.170168 -1.131568 -0.001 0.039 0.018 0.44
H -1.734930 -2.521408 -1.325633 -0.130 0.013 0.016 -0.05
H -3.117695 -1.412656 -1.229919 -0.044 -0.070 0.044 -0.07
H -1.115001 -0.804179 2.704558 -0.002 0.165 -0.043 0.44
```
Positions in Å, forces in eV/Å.

For the total energy, the calculation gives -4980.84097 Eh. Its spin multiplicity is 1. Its total charge is -2. Its highest occupied orbital energy (alpha / beta) is 0.888 / 0.886 eV. The gap between HOMO and LUMO (alpha / beta) comes out at 3.34 / 3.34 eV. As for the lowest unoccupied orbital energy (alpha / beta): 4.229 / 4.229 eV.

ORCA calculation (ωB97M-V/def2-TZVPD) on the ion C30H28F2NO with charge +1 in a non-equilibrium geometry.

The geometry in XYZ format:
```
62
Properties=species:S:1:pos:R:3:forces:R:3:mulliken_charge:R:1
F -1.401882 5.962616 0.706071 -0.302 -1.388 -0.712 -0.31
C -1.706911 4.767877 0.093448 0.277 0.589 0.404 0.06
C -3.023555 4.526355 -0.284958 0.169 -0.680 -0.166 -0.69
C -3.288879 3.319246 -0.942510 0.360 -0.014 -0.017 -0.95
C -2.268758 2.377185 -1.200464 0.113 0.391 0.391 -0.31
C -0.969542 2.596828 -0.690968 -0.296 0.094 -0.030 -0.04
C 0.118452 1.497576 -0.571643 0.583 2.517 1.485 1.26
C 1.535744 1.994194 -0.796773 0.665 0.055 -0.107 -0.36
C 2.587387 1.376996 -0.094259 0.004 0.433 -0.207 -0.54
C 3.891447 1.874732 -0.199921 -0.197 -0.264 -0.072 -0.85
C 4.156768 3.038643 -0.924770 -0.315 -0.280 0.022 -0.78
C 3.086331 3.651991 -1.567576 0.165 0.802 -0.207 0.01
F 3.309825 4.867218 -2.167786 -0.279 -1.265 0.307 -0.31
C 1.793478 3.129184 -1.573186 0.241 0.115 -0.054 -0.43
C -0.689726 3.832137 -0.079123 -0.309 0.140 0.069 -0.59
H -3.817074 5.230737 -0.058616 0.202 -0.019 -0.079 0.48
H -4.311589 3.082523 -1.245252 0.375 0.183 -0.025 0.39
H -2.542270 1.509514 -1.822311 0.099 0.329 0.448 0.71
H 0.144687 1.241050 0.493663 -0.169 -0.016 -0.502 0.45
H 2.389977 0.509132 0.542957 0.076 0.519 -0.110 0.52
H 4.698800 1.325287 0.292033 -0.232 0.383 -0.095 0.45
H 5.161861 3.455373 -0.979436 -0.346 -0.012 -0.011 0.48
H 0.987454 3.643971 -2.116634 0.553 -0.182 0.307 0.63
H 0.319322 4.080034 0.256419 -0.439 -0.105 0.070 0.57
O -0.471754 -0.223613 1.539206 -0.548 0.552 -0.417 -0.69
C -0.391643 -1.423166 0.753885 -0.510 0.296 0.735 3.92
C 0.649315 -2.250578 1.519025 0.104 -0.623 -0.144 -0.83
C 1.038123 -1.814830 2.782984 0.435 -0.101 0.315 -0.32
C 2.014613 -2.509427 3.512360 -0.213 -0.055 -0.273 -0.83
C 2.575188 -3.680555 3.002491 -0.004 0.158 0.029 -0.51
C 2.135203 -4.170760 1.768795 -0.243 0.149 -0.138 -1.15
C 1.162107 -3.473384 1.040156 0.238 0.152 0.259 -0.13
C -1.799079 -2.064392 0.785336 0.293 -0.422 -0.022 -0.04
C -2.898919 -1.277673 0.440361 -0.548 -0.226 0.162 -0.28
C -4.202679 -1.761256 0.621412 0.233 -0.172 -0.020 -1.00
C -4.412044 -3.072532 1.079213 0.320 0.225 -0.226 -0.56
C -3.307276 -3.885535 1.349393 0.022 0.223 -0.073 -0.91
C -2.007276 -3.379510 1.218764 -0.299 0.169 0.000 -0.35
C 0.036325 -1.114670 -0.728546 -0.323 0.023 -0.392 -1.29
C 1.445892 -1.394373 -1.195761 0.563 -0.088 0.386 -0.81
C 1.577429 -0.694568 -2.549615 0.665 0.089 -0.494 -0.99
C 0.355056 0.206381 -2.712058 -0.629 -0.188 0.243 -0.70
N -0.255221 0.322636 -1.293414 -0.830 -2.582 -1.588 0.46
H -1.281050 0.288452 1.341724 0.284 -0.714 0.216 0.45
H 0.571347 -0.931626 3.215800 0.335 -0.301 -0.143 0.43
H 2.318783 -2.111051 4.481035 -0.057 -0.226 -0.246 0.44
H 3.343906 -4.216270 3.569523 -0.332 0.208 -0.261 0.42
H 2.552171 -5.100505 1.368951 -0.230 0.348 0.167 0.41
H 0.786257 -3.904528 0.108184 0.199 0.162 0.234 0.57
H -2.768868 -0.254751 0.063569 -0.120 -0.250 0.193 0.03
H -5.051579 -1.107036 0.413877 0.240 -0.255 0.001 0.42
H -5.427360 -3.459677 1.194112 0.372 0.173 0.013 0.40
H -3.445944 -4.917346 1.683169 0.012 0.395 -0.102 0.43
H -1.158586 -4.009340 1.482604 -0.316 0.195 -0.036 0.44
H -0.623977 -1.715290 -1.371372 0.064 0.154 0.183 0.56
H 2.189174 -1.019317 -0.480447 -0.306 -0.310 -0.305 0.24
H 1.595094 -2.473360 -1.263747 0.009 0.238 -0.087 0.83
H 2.504072 -0.113808 -2.604999 -0.194 -0.047 0.119 0.28
H 1.631868 -1.415728 -3.378494 -0.181 0.242 0.268 0.41
H 0.534821 1.209945 -3.114997 -0.053 -0.343 0.202 0.59
H -0.392361 -0.320870 -3.317746 0.018 0.370 0.149 0.52
H -1.282446 0.343531 -1.393154 0.532 0.050 -0.015 0.29
```
Positions in Å, forces in eV/Å.

For the total energy, the calculation gives -1489.45226 Eh. Its spin multiplicity is 1. Its total charge is +1. Its structure (SMILES) is OC(c1ccccc1)(c1ccccc1)[C@@H]1CCC[N@@H+]1C(c1cccc(F)c1)c1cccc(F)c1. Its highest occupied orbital energy is -11.987 eV. The gap between HOMO and LUMO comes out at 9.56 eV. As for the lowest unoccupied orbital energy: -2.425 eV.

> spin multiplicity of number 3 (C30H28F2NO)?

1